Formula: C2H2ClNS3
Source: OMol25
Level of theory: the ωB97M-V functional and the def2-TZVPD basis

Geometry (Å):
Cl: 2.41 0.52 2.28
S: 0.89 -2.30 -0.92
S: 2.30 -1.06 -1.87
S: 3.64 -0.65 -0.56
N: 1.85 -0.55 1.08
C: 0.06 -0.84 -0.35
C: 0.67 -0.13 0.67
H: 0.11 0.70 1.18
H: -0.87 -0.62 -0.97

Results
- net charge = 0
- orbital gap (alpha / beta) (eV) = 6.7 / 6.7
- HOMO energy (alpha / beta) (hartree) = -0.318 / -0.317
- energy above the lowest of the compared OMol25 structures with the same formula, charge and spin (kJ/mol) = 69.2
- spin multiplicity = 1
- LUMO energy (alpha / beta) (eV) = -1.945 / -1.906